The following is a DFT calculation (ωB97M-V/def2-TZVPD) of a structure of composition C48H80N4Ni2O12.

ORCA input file:
```
! wB97M-V def2-TZVPD RIJCOSX def2/J DEFGRID3
* xyz 0 5
Ni -1.522 1.631 -0.520
Ni 2.283 -0.646 -5.988
C 0.497 -1.032 -2.247
C -0.121 -0.432 -1.177
C 0.837 0.355 -0.177
O 0.166 1.076 0.542
C 2.241 0.471 -0.491
C 2.693 -0.139 -1.609
C 1.839 -0.924 -2.534
O 2.146 -1.298 -3.706
O 3.963 0.143 -1.691
O -1.347 -0.240 -1.011
H -0.217 -1.536 -2.880
H 2.887 0.968 0.218
C 1.177 3.523 -2.909
C -0.092 3.242 -2.497
C -1.030 2.303 -3.225
O -2.209 1.902 -2.759
C -0.485 1.614 -4.278
C 0.933 1.798 -4.799
C 1.791 2.927 -4.089
O 2.972 2.933 -4.200
O 1.386 1.107 -5.740
O -0.259 3.600 -1.302
H 1.858 4.219 -2.442
H -1.075 0.884 -4.812
C -3.012 -0.414 1.854
C -3.766 0.723 1.110
C -5.037 1.188 1.838
C -4.788 1.922 3.204
C -3.784 3.095 3.039
C -2.602 2.645 2.313
N -2.924 1.908 1.053
O -3.283 2.758 0.053
C -1.761 3.888 2.010
C -1.680 1.810 3.267
C -4.254 0.157 -0.202
H -3.282 -0.470 2.909
H -1.934 -0.440 1.699
H -3.298 -1.353 1.380
H -5.699 1.802 1.226
H -5.620 0.293 2.056
H -4.453 1.264 4.006
H -5.725 2.357 3.553
H -3.506 3.277 4.077
H -4.174 3.952 2.490
H -1.460 4.349 2.951
H -0.831 3.518 1.580
H -2.305 4.658 1.462
H -1.222 2.394 4.066
H -2.177 1.000 3.802
H -0.708 1.505 2.880
H -5.080 0.572 -0.780
H -4.660 -0.854 -0.166
H -3.483 0.257 -0.966
H -3.974 3.330 0.394
C -3.214 -1.755 -3.569
C -3.680 -3.260 -3.643
C -4.473 -3.545 -2.420
C -5.132 -4.914 -2.490
C -6.120 -4.796 -3.731
C -5.408 -4.583 -5.163
N -4.519 -3.412 -4.872
O -3.927 -2.885 -6.062
C -4.701 -5.906 -5.704
C -6.583 -4.206 -6.097
C -2.476 -4.057 -3.892
H -3.985 -0.995 -3.446
H -2.515 -1.392 -4.322
H -2.565 -1.576 -2.711
H -3.917 -3.468 -1.485
H -5.246 -2.777 -2.433
H -5.643 -5.169 -1.562
H -4.390 -5.659 -2.777
H -6.994 -4.233 -3.404
H -6.383 -5.836 -3.922
H -4.435 -5.722 -6.744
H -3.770 -6.265 -5.265
H -5.352 -6.774 -5.809
H -6.187 -3.986 -7.088
H -7.227 -5.024 -6.419
H -7.160 -3.296 -5.931
H -1.698 -3.697 -3.219
H -2.103 -3.872 -4.900
H -2.625 -5.103 -3.628
H -4.237 -1.977 -6.088
C 7.338 2.181 -0.110
C 6.286 2.776 0.856
C 7.018 3.604 1.950
C 5.983 4.431 2.853
C 5.086 5.296 1.935
C 4.284 4.551 0.826
N 5.247 3.636 0.093
O 4.683 2.981 -1.110
C 3.038 3.877 1.455
C 3.887 5.815 -0.113
C 5.712 1.501 1.654
H 7.643 2.793 -0.960
H 7.067 1.204 -0.510
H 8.205 1.850 0.461
H 7.690 2.978 2.537
H 7.662 4.219 1.321
H 6.434 5.022 3.650
H 5.370 3.652 3.306
H 5.760 6.015 1.471
H 4.442 5.821 2.639
H 2.279 4.540 1.871
H 2.501 3.354 0.664
H 3.401 3.208 2.236
H 4.786 5.989 -0.704
H 3.156 5.381 -0.796
H 3.596 6.675 0.489
H 6.457 0.943 2.220
H 5.257 0.832 0.922
H 4.952 1.790 2.379
H 4.108 2.318 -0.721
C -0.334 -2.584 4.076
C 1.065 -3.256 3.993
C 1.405 -3.769 2.585
C 1.615 -2.661 1.580
C 2.845 -1.848 1.953
C 2.802 -1.256 3.369
N 2.199 -2.327 4.345
O 2.276 -2.029 5.603
C 4.331 -0.989 3.742
C 1.952 0.069 3.405
C 0.992 -4.534 4.830
H -0.344 -2.063 5.034
H -0.303 -1.771 3.352
H -1.239 -3.127 3.802
H 2.340 -4.329 2.593
H 0.616 -4.363 2.124
H 1.903 -3.189 0.671
H 0.686 -2.119 1.408
H 2.921 -1.068 1.196
H 3.681 -2.522 1.772
H 4.531 -0.316 4.575
H 4.934 -0.627 2.909
H 4.653 -2.019 3.891
H 1.004 0.065 2.867
H 2.429 1.029 3.211
H 1.816 0.243 4.472
H 0.858 -4.451 5.908
H 0.107 -5.073 4.492
H 1.699 -5.296 4.503
H 3.070 -2.453 5.937
*
```

## Properties
ΔE to the lowest compared entry with this formula, charge and spin	167.5	kcal per mole
HOMO-LUMO gap (spin up / spin down)	6.01 / 4.76	eV
DFT total energy	-163674.083	eV
⟨S²⟩	6.0329
HOMO (spin up / spin down)	-7.507 / -7.475	eV

Löwdin population analysis, charges in e, atoms 1 to 99: Ni 0.822; Ni 0.654; C 0.011; C -0.305; C -0.302; O -0.043; C -0.031; C -0.318; C -0.309; O -0.030; O -0.017; O -0.067; H 0.113; H 0.100; C 0.141; C -0.302; C -0.318; O -0.064; C 0.069; C -0.209; C -0.292; O 0.180; O -0.038; O 0.071; H 0.135; H 0.117; C -0.001; C -0.476; C -0.115; C -0.133; C -0.150; C -0.495; N -0.136; O 0.000; C -0.017; C -0.018; C -0.040; H 0.080; H 0.075; H 0.085; H 0.118; H 0.124; H 0.104; H 0.108; H 0.135; H 0.124; H 0.099; H 0.082; H 0.093; H 0.094; H 0.073; H 0.064; H 0.094; H 0.096; H 0.053; H 0.126; C -0.028; C -0.520; C -0.166; C -0.152; C -0.111; C -0.427; N -0.104; O -0.028; C -0.022; C -0.057; C -0.043; H 0.086; H 0.074; H 0.054; H 0.126; H 0.119; H 0.108; H 0.094; H 0.112; H 0.093; H 0.072; H 0.065; H 0.074; H 0.066; H 0.082; H 0.084; H 0.083; H 0.096; H 0.076; H 0.095; C -0.046; C -0.432; C -0.130; C -0.147; C -0.169; C -0.450; N -0.044; O -0.014; C -0.023; C -0.016; C -0.046; H 0.086; H 0.076

The following is a DFT calculation (ωB97M-V/def2-TZVPD) of a cluster of 10 separate species, C48H80N4O20 in total.

ORCA input file:
```
! wB97M-V def2-TZVPD RIJCOSX def2/J DEFGRID3
* xyz -1 2
C 3.060 4.661 0.641
C 3.412 4.017 1.821
C 3.564 2.615 1.862
C 3.647 1.883 0.648
C 3.457 2.558 -0.534
C 3.037 3.894 -0.532
N 4.278 0.596 0.645
O 4.066 -0.049 -0.419
O 4.959 0.276 1.639
H 2.808 5.711 0.625
H 3.411 4.601 2.729
H 3.914 2.149 2.772
H 3.529 2.071 -1.495
H 2.899 4.311 -1.519
C 3.447 -1.936 -6.040
C 3.484 -2.183 -4.713
C 2.978 -1.260 -3.755
C 2.401 -0.051 -4.228
C 2.433 0.244 -5.603
C 2.951 -0.728 -6.507
N 1.747 0.990 -3.314
O 1.274 0.601 -2.235
O 1.825 2.164 -3.655
H 3.876 -2.626 -6.751
H 3.809 -3.179 -4.451
H 2.938 -1.598 -2.730
H 1.856 1.055 -6.022
H 2.878 -0.587 -7.575
C -3.036 4.032 1.534
C -1.778 4.359 1.130
C -1.347 5.670 0.950
C -2.214 6.667 1.314
C -3.410 6.410 1.944
C -3.881 5.093 1.986
N -1.716 8.083 1.133
O -0.490 8.308 1.147
O -2.516 8.953 0.906
H -3.331 3.008 1.709
H -1.149 3.522 0.865
H -0.386 5.991 0.576
H -4.003 7.109 2.514
H -4.892 5.034 2.361
C -4.426 3.680 -4.022
C -5.269 4.229 -4.965
C -6.464 3.577 -5.335
C -6.811 2.428 -4.667
C -6.013 1.931 -3.594
C -4.716 2.489 -3.372
N -8.059 1.712 -5.050
O -8.617 0.953 -4.256
O -8.386 1.813 -6.207
H -3.490 4.214 -3.948
H -4.926 5.062 -5.560
H -7.141 4.130 -5.970
H -6.226 0.988 -3.113
H -3.954 2.078 -2.726
C 5.465 -2.922 6.106
O 4.052 -3.095 5.923
C 3.733 -4.474 5.704
C 2.177 -4.647 5.795
O 1.544 -4.373 7.094
C 0.100 -4.497 7.142
H 5.752 -1.871 6.156
H 5.920 -3.358 5.216
H 5.693 -3.600 6.927
H 4.072 -5.124 6.510
H 4.215 -4.840 4.797
H 1.805 -5.603 5.427
H 1.780 -3.936 5.070
H -0.153 -5.505 6.815
H -0.394 -3.611 6.745
H -0.190 -4.483 8.193
C -1.834 1.430 -1.186
O -0.946 1.611 -0.061
C -0.810 0.440 0.741
C 0.323 0.431 1.809
O 0.194 -0.827 2.427
C 0.865 -1.069 3.635
H -2.867 1.414 -0.839
H -1.656 0.510 -1.744
H -1.649 2.180 -1.955
H -0.731 -0.472 0.150
H -1.684 0.346 1.385
H 0.017 1.106 2.609
H 1.331 0.596 1.427
H 0.257 -1.769 4.207
H 1.150 -0.210 4.242
H 1.733 -1.674 3.372
C -3.877 -0.942 -5.122
O -2.647 -1.036 -5.904
C -2.159 0.233 -6.281
C -1.588 1.091 -5.154
O -0.798 2.076 -5.752
C -1.376 3.338 -6.156
H -3.653 -1.064 -4.062
H -4.511 -1.746 -5.496
H -4.447 -0.028 -5.289
H -2.870 0.813 -6.869
H -1.313 -0.034 -6.914
H -1.032 0.583 -4.366
H -2.276 1.624 -4.498
H -1.514 3.854 -5.206
H -2.340 3.254 -6.658
H -0.503 3.843 -6.571
C 3.490 -6.088 2.184
O 3.261 -5.313 1.065
C 3.492 -3.977 1.119
C 4.915 -3.537 1.142
O 5.546 -3.895 -0.032
C 5.248 -3.130 -1.188
H 4.199 -5.553 2.815
H 3.806 -7.048 1.776
H 2.599 -6.399 2.729
H 3.092 -3.608 2.064
H 3.060 -3.402 0.299
H 5.423 -3.941 2.017
H 5.071 -2.463 1.240
H 4.198 -3.340 -1.388
H 5.839 -3.327 -2.083
H 5.321 -2.050 -1.063
C -4.719 5.225 7.398
O -4.526 5.106 6.004
C -3.547 4.108 5.578
C -3.829 2.595 5.883
O -3.638 1.856 4.667
C -2.274 1.541 4.297
H -4.430 6.235 7.689
H -3.996 4.679 8.004
H -5.749 5.036 7.700
H -2.571 4.408 5.960
H -3.397 4.228 4.505
H -4.885 2.596 6.151
H -3.323 2.329 6.811
H -1.727 1.090 5.125
H -1.741 2.437 3.977
H -2.310 0.881 3.430
C 1.644 -7.363 -4.424
O 1.668 -6.357 -3.456
C 1.020 -6.718 -2.215
C 1.056 -5.723 -1.105
O 0.243 -4.581 -1.500
C 0.318 -3.485 -0.584
H 1.899 -8.326 -3.981
H 2.353 -7.231 -5.241
H 0.768 -7.545 -5.046
H 1.483 -7.593 -1.760
H -0.025 -7.001 -2.347
H 2.088 -5.372 -1.126
H 0.724 -6.097 -0.136
H 1.295 -3.026 -0.735
H 0.352 -3.812 0.455
H -0.439 -2.732 -0.802
*
```

## Properties
HOMO-LUMO gap (spin up / spin down)	2.66 / 6.15	eV
DFT total energy	-97961.498	eV
⟨S²⟩	0.7652
HOMO (spin up / spin down)	-1.949 / -5.442	eV

Löwdin population analysis, charges in e, atoms 1 to 99: C -0.139; C -0.117; C -0.033; C -0.209; C -0.046; C -0.095; N -0.445; O -0.126; O -0.098; H 0.079; H 0.083; H 0.090; H 0.084; H 0.086; C -0.116; C -0.075; C 0.041; C -0.094; C -0.002; C -0.067; N -0.312; O 0.061; O 0.060; H 0.104; H 0.106; H 0.100; H 0.102; H 0.096; C -0.061; C -0.060; C 0.016; C -0.146; C -0.024; C -0.058; N -0.335; O 0.043; O 0.077; H 0.105; H 0.094; H 0.120; H 0.119; H 0.105; C -0.093; C -0.063; C -0.009; C -0.141; C 0.024; C -0.048; N -0.351; O 0.063; O 0.080; H 0.100; H 0.107; H 0.120; H 0.112; H 0.076; C -0.081; O -0.195; C -0.191; C -0.159; O -0.206; C -0.093; H 0.095; H 0.076; H 0.082; H 0.114; H 0.097; H 0.108; H 0.102; H 0.082; H 0.082; H 0.076; C -0.101; O -0.204; C -0.167; C -0.157; O -0.208; C -0.099; H 0.077; H 0.076; H 0.084; H 0.110; H 0.102; H 0.104; H 0.125; H 0.073; H 0.095; H 0.075; C -0.072; O -0.175; C -0.204; C -0.214; O -0.223; C -0.056; H 0.086; H 0.084; H 0.069; H 0.121; H 0.131

The following is a DFT calculation (ωB97M-V/def2-TZVPD) of a cluster of 13 separate species, C48H82N15O17 in total.

ORCA input file:
```
! wB97M-V def2-TZVPD RIJCOSX def2/J DEFGRID3
* xyz 1 1
C -26.476 21.899 17.240
C -26.824 22.015 18.722
C -26.262 20.761 19.525
C -27.106 20.691 20.802
N -26.453 19.945 21.955
C -26.195 18.431 21.550
C -27.290 17.555 22.132
C -28.246 18.542 22.853
C -27.393 19.772 23.170
C -25.040 20.592 22.384
C -25.205 22.079 22.854
C -24.080 22.591 23.759
H -26.857 22.815 16.790
H -26.862 21.003 16.752
H -25.393 21.798 17.156
H -27.887 22.245 18.786
H -26.327 22.830 19.248
H -25.218 20.819 19.833
H -26.397 19.857 18.930
H -28.050 20.187 20.597
H -27.292 21.598 21.376
H -25.340 18.046 22.106
H -26.030 18.307 20.480
H -26.796 16.776 22.713
H -27.891 17.036 21.386
H -28.611 18.042 23.750
H -29.130 18.897 22.324
H -26.790 19.529 24.045
H -28.002 20.645 23.404
H -24.290 20.393 21.618
H -24.724 20.094 23.300
H -26.114 22.227 23.438
H -25.213 22.926 22.168
H -24.157 22.344 24.818
H -24.077 23.680 23.734
H -23.099 22.273 23.406
C -29.951 18.904 18.959
C -30.978 19.252 19.741
C -31.790 20.352 19.328
C -31.501 21.145 18.236
C -30.343 20.791 17.521
C -29.665 19.647 17.819
O -28.693 19.130 16.935
O -32.864 20.693 20.059
H -29.443 17.956 19.050
H -31.238 18.700 20.632
H -32.187 21.892 17.865
H -29.978 21.295 16.639
H -28.245 18.421 17.403
H -33.052 20.345 20.934
C -21.896 20.218 19.818
C -22.218 20.821 18.650
C -23.066 20.114 17.801
C -23.557 18.864 18.157
C -23.202 18.220 19.348
C -22.362 18.910 20.203
O -22.218 18.393 21.500
O -23.380 20.737 16.684
H -21.517 20.909 20.556
H -21.835 21.779 18.331
H -24.275 18.387 17.506
H -23.429 17.191 19.583
H -21.789 19.042 22.062
H -24.086 20.279 16.221
C -31.000 13.292 20.112
C -31.577 12.200 19.537
C -31.763 12.182 18.150
C -31.230 13.163 17.326
C -30.689 14.276 17.948
C -30.526 14.272 19.353
O -29.676 15.171 19.912
O -32.482 11.145 17.519
H -30.807 13.425 21.167
H -32.031 11.418 20.129
H -31.249 13.093 16.248
H -30.404 15.202 17.471
H -29.302 14.535 20.526
H -32.696 10.360 18.028
C -21.837 24.485 27.440
C -22.297 23.394 26.695
C -22.526 22.158 27.456
C -22.422 22.171 28.812
C -22.017 23.333 29.513
C -21.803 24.552 28.827
O -21.409 25.753 29.427
O -22.935 21.027 26.798
H -21.636 25.416 26.931
H -22.344 23.508 25.622
H -22.664 21.220 29.264
H -21.805 23.290 30.571
H -21.653 25.813 30.354
H -23.386 20.370 27.333
C -27.792 22.043 27.658
C -28.036 20.963 28.508
C -28.720 19.817 28.052
C -29.188 19.869 26.722
C -28.905 20.949 25.875
C -28.248 22.016 26.380
O -27.967 23.089 25.578
O -28.896 18.632 28.803
H -27.291 22.904 28.075
H -27.541 20.969 29.468
H -29.576 18.965 26.276
H -29.309 20.944 24.873
H -28.484 23.863 25.810
H -29.093 17.902 28.212
C -28.266 24.107 21.553
O -27.310 24.429 20.937
N -29.440 23.628 21.280
N -28.173 24.278 22.851
H -30.075 23.304 21.996
H -29.645 23.365 20.327
H -27.240 24.338 23.233
H -28.981 24.325 23.456
C -20.591 20.965 23.464
O -21.468 20.215 23.224
N -20.716 21.757 24.519
N -19.426 20.996 22.785
H -21.590 21.594 24.998
H -19.808 22.009 24.880
H -18.518 21.151 23.200
H -19.405 20.459 21.930
C -23.608 24.921 19.556
O -22.511 25.482 19.443
N -24.327 24.821 20.622
N -24.129 24.283 18.498
H -23.965 24.948 21.556
H -25.229 24.375 20.542
H -23.610 24.185 17.637
H -24.899 23.725 18.838
C -26.763 16.164 18.227
O -27.525 16.960 17.643
N -25.455 16.428 18.512
N -27.131 15.035 18.695
H -25.235 17.394 18.314
H -24.825 15.639 18.478
H -28.129 14.918 18.804
H -26.500 14.379 19.133
C -26.038 18.863 14.485
O -25.505 19.637 15.244
N -25.276 18.143 13.743
N -27.333 18.681 14.289
H -25.712 17.584 13.024
H -24.282 18.123 13.922
H -27.882 19.175 14.978
H -27.671 17.881 13.772
C -24.240 14.089 20.870
O -23.586 14.220 19.835
N -24.967 13.017 21.103
N -24.267 14.913 21.803
H -25.147 12.312 20.401
H -25.598 13.123 21.885
H -24.522 14.571 22.719
H -23.672 15.712 21.636
C -30.054 15.590 23.498
O -28.984 15.042 23.349
N -30.569 15.828 24.693
N -30.678 16.218 22.495
H -30.089 15.580 25.546
H -31.224 16.595 24.622
H -31.614 16.573 22.629
H -30.474 16.092 21.514
*
```

## Properties
ΔE to the lowest compared entry with this formula, charge and spin	0.0	kcal per mole
HOMO-LUMO gap	6.92	eV
DFT total energy	-108261.420	eV
HOMO	-9.238	eV

Löwdin population analysis, charges in e, atoms 1 to 99: C -0.082; C -0.212; C -0.111; C -0.101; N -0.144; C -0.063; C -0.138; C -0.144; C -0.100; C -0.021; C -0.198; C -0.091; H 0.088; H 0.048; H 0.056; H 0.094; H 0.054; H 0.103; H 0.103; H 0.123; H 0.108; H 0.120; H 0.106; H 0.108; H 0.097; H 0.100; H 0.098; H 0.138; H 0.099; H 0.110; H 0.127; H 0.087; H 0.074; H 0.063; H 0.076; H 0.064; C -0.051; C -0.027; C -0.332; C 0.008; C -0.012; C -0.288; O -0.013; O 0.040; H 0.107; H 0.098; H 0.123; H 0.125; H 0.007; H 0.108; C -0.024; C -0.010; C -0.357; C -0.024; C -0.036; C -0.280; O -0.011; O 0.058; H 0.100; H 0.129; H 0.092; H 0.092; H 0.010; H 0.045; C -0.051; C -0.002; C -0.268; C 0.010; C 0.020; C -0.363; O -0.023; O 0.028; H 0.126; H 0.121; H 0.126; H 0.122; H 0.094; H 0.100; C -0.024; C 0.003; C -0.318; C -0.038; C 0.002; C -0.293; O 0.037; O 0.013; H 0.120; H 0.079; H 0.115; H 0.109; H 0.102; H 0.106; C -0.006; C 0.010; C -0.254; C -0.012; C -0.035; C -0.366; O 0.013